[1]
Entry from the OMol25 dataset: a 15-piece molecular cluster, C21H57N16O32 overall (ωB97M-V/def2-TZVPD).

Geometry (Å):
1 C 2.598 -0.933 0.879
2 C 1.887 0.080 1.751
3 O 0.664 0.461 1.048
4 C -0.019 1.494 1.524
5 O 0.105 1.927 2.645
6 C -0.972 2.069 0.496
7 C -1.670 1.009 -0.361
8 C -2.893 0.386 0.315
9 N -2.696 -1.099 0.445
10 C -3.600 -1.767 1.433
11 O -2.964 -1.622 2.661
12 N -4.021 -1.426 3.835
13 O -4.088 -0.332 4.099
14 H 2.256 -0.865 -0.150
15 H 3.671 -0.741 0.899
16 H 2.446 -1.944 1.256
17 H 2.473 0.979 1.920
18 H 1.630 -0.330 2.729
19 H -0.423 2.760 -0.147
20 H -1.691 2.679 1.045
21 H -0.951 0.223 -0.599
22 H -1.984 1.456 -1.304
23 H -3.055 0.759 1.327
24 H -3.799 0.526 -0.267
25 H -2.851 -1.523 -0.478
26 H -1.732 -1.299 0.723
27 H -3.736 -2.808 1.129
28 H -4.563 -1.248 1.392
29 C -0.773 3.666 5.324
30 N -0.793 5.152 5.232
31 O -1.194 5.645 4.196
32 O -0.392 5.768 6.194
33 H -1.140 3.267 4.387
34 H 0.258 3.370 5.497
35 H -1.389 3.382 6.172
36 C -5.293 -0.651 -3.473
37 N -3.883 -0.382 -3.098
38 O -3.328 0.576 -3.568
39 O -3.346 -1.169 -2.320
40 H -5.607 0.126 -4.159
41 H -5.334 -1.634 -3.934
42 H -5.876 -0.629 -2.558
43 C -7.071 3.500 -1.553
44 N -6.596 2.092 -1.575
45 O -5.428 1.862 -1.303
46 O -7.399 1.232 -1.869
47 H -6.238 4.138 -1.283
48 H -7.445 3.720 -2.549
49 H -7.887 3.534 -0.838
50 C 1.905 -2.773 -3.231
51 N 2.975 -2.820 -2.199
52 O 2.705 -3.287 -1.110
53 O 4.053 -2.376 -2.521
54 H 0.999 -3.186 -2.805
55 H 1.780 -1.730 -3.505
56 H 2.245 -3.361 -4.078
57 C 6.529 2.264 0.098
58 N 5.615 1.474 0.965
59 O 5.994 0.403 1.382
60 O 4.520 1.957 1.204
61 H 7.445 1.703 -0.040
62 H 6.010 2.428 -0.843
63 H 6.704 3.212 0.598
64 C 1.076 1.782 -3.346
65 N 2.440 1.280 -3.017
66 O 3.384 1.819 -3.543
67 O 2.513 0.351 -2.230
68 H 1.177 2.600 -4.048
69 H 0.510 0.953 -3.765
70 H 0.626 2.106 -2.412
71 C -10.877 0.945 -0.746
72 N -10.365 1.848 0.321
73 O -10.541 1.527 1.471
74 O -9.780 2.854 -0.041
75 H -11.354 0.099 -0.267
76 H -11.573 1.523 -1.348
77 H -10.020 0.651 -1.346
78 C 1.746 4.895 2.201
79 N 1.318 5.275 0.827
80 O 2.174 5.556 0.018
81 O 0.122 5.257 0.595
82 H 2.828 4.932 2.238
83 H 1.286 5.595 2.893
84 H 1.370 3.890 2.367
85 C 10.854 1.184 2.106
86 N 10.004 1.515 0.930
87 O 9.724 2.681 0.731
88 O 9.636 0.589 0.239
89 H 11.097 2.107 2.617
90 H 10.280 0.507 2.731
91 H 11.739 0.681 1.728
92 C 6.740 -4.345 -2.646
93 N 6.963 -4.660 -4.083
94 O 6.427 -5.648 -4.541
95 O 7.664 -3.894 -4.713
96 H 6.105 -5.109 -2.218
97 H 7.710 -4.320 -2.160
98 H 6.275 -3.364 -2.607
99 C -8.380 0.016 3.605
100 N -8.989 -1.320 3.341
101 O -8.605 -2.255 4.012
102 O -9.822 -1.374 2.462
103 H -7.662 -0.099 4.408
104 H -7.916 0.340 2.677
105 H -9.178 0.704 3.868
106 C 1.428 -1.371 -7.060
107 N 0.358 -1.938 -6.190
108 O 0.415 -3.118 -5.921
109 O -0.498 -1.170 -5.793
110 H 2.109 -2.171 -7.323
111 H 0.940 -0.948 -7.933
112 H 1.924 -0.586 -6.496
113 C 4.872 -5.393 1.883
114 N 5.674 -5.526 0.634
115 O 5.212 -6.188 -0.273
116 O 6.743 -4.954 0.606
117 H 3.954 -5.953 1.756
118 H 5.479 -5.782 2.695
119 H 4.687 -4.333 2.029
120 C 0.147 -2.454 2.770
121 N 1.297 -3.249 3.293
122 O 1.089 -4.399 3.606
123 O 2.364 -2.675 3.362
124 H -0.729 -3.090 2.767
125 H 0.021 -1.593 3.422
126 H 0.437 -2.126 1.771

- highest occupied orbital energy (eV) = -11.7
- molar mass (g mol⁻¹) = 1045.77
- frontier orbital gap (eV) = 7.2
- total charge = +1
- LUMO energy (eV) = -4.5
- energy relative to the best compared isomer or geometry (same formula, charge and spin) (kcal per mole) = 0.00
- F_max (Eh/bohr) = 0.0101

---

[2]
Entry from the OMol25 dataset: C21H58IN12NbO11P as an isolated structure (ωB97M-V/def2-TZVPD).

Geometry (Å):
1 C 1.924 0.505 3.180
2 C 1.024 0.871 1.818
3 C 2.108 1.104 0.612
4 C 1.462 1.449 -0.853
5 Nb -0.105 -0.063 -1.584
6 I 1.222 -2.251 -0.238
7 C -1.250 1.737 -2.507
8 C -2.347 2.210 -1.382
9 C -3.591 3.102 -1.969
10 C -4.957 2.617 -1.151
11 O -5.359 3.343 -0.079
12 O -5.733 1.397 -1.548
13 C -6.368 0.788 -0.347
14 C -7.078 -0.676 -0.710
15 O 0.988 -0.298 -3.323
16 C 0.617 -1.348 -4.245
17 C 1.181 -2.870 -3.837
18 O 0.146 -3.763 -3.311
19 C 0.366 -5.171 -3.672
20 C -0.233 -6.078 -2.404
21 P -2.070 -1.546 -2.293
22 C -3.376 -1.528 -0.872
23 O -2.907 -0.848 -3.660
24 H 1.269 -0.041 4.002
25 H 2.719 -0.300 2.806
26 H 2.527 1.424 3.583
27 H 0.301 -0.037 1.675
28 H 0.383 1.811 2.092
29 H 2.748 2.061 0.926
30 H 2.863 0.199 0.604
31 H 0.969 2.519 -0.929
32 H 2.339 1.444 -1.660
33 H -1.004 0.239 -0.047
34 H -1.699 1.480 -3.560
35 H -0.475 2.625 -2.676
36 H -1.801 2.827 -0.518
37 H -2.817 1.256 -0.845
38 H -3.360 4.243 -1.709
39 H -3.695 3.031 -3.133
40 H -7.194 1.493 0.139
41 H -5.521 0.568 0.455
42 H -7.103 -0.887 -1.880
43 H -8.190 -0.745 -0.282
44 H -6.382 -1.502 -0.242
45 H -0.489 -1.357 -4.634
46 H 1.248 -1.118 -5.239
47 H 2.124 -2.767 -3.128
48 H 1.598 -3.390 -4.827
49 H -0.311 -5.372 -4.634
50 H 1.508 -5.360 -3.867
51 H 0.577 -6.253 -1.562
52 H -1.066 -5.391 -1.899
53 H -0.750 -7.070 -2.753
54 H -2.894 -0.972 0.061
55 H -3.699 -2.638 -0.592
56 H -4.337 -0.928 -1.238
57 H -3.344 0.023 -3.360
58 C 4.018 -4.960 -5.808
59 O 2.867 -4.648 -5.550
60 N 4.366 -5.593 -6.943
61 N 5.049 -4.701 -4.983
62 H 5.313 -5.854 -7.162
63 H 3.628 -5.812 -7.598
64 H 4.841 -4.226 -4.116
65 H 6.000 -4.955 -5.190
66 C -1.694 4.128 3.249
67 O -0.768 4.162 2.456
68 N -2.979 4.281 2.880
69 N -1.518 3.936 4.570
70 H -3.747 4.255 3.530
71 H -3.165 4.429 1.898
72 H -0.571 3.815 4.899
73 H -2.278 3.907 5.229
74 C 0.672 2.755 7.876
75 O 0.114 2.096 7.014
76 N 0.754 4.098 7.831
77 N 1.257 2.203 8.955
78 H 1.212 4.647 8.538
79 H 0.330 4.562 7.040
80 H 1.223 1.197 9.037
81 H 1.718 2.741 9.669
82 C -3.471 -7.865 -4.347
83 O -2.493 -8.519 -4.026
84 N -3.625 -6.569 -4.017
85 N -4.490 -8.376 -5.063
86 H -4.430 -6.025 -4.278
87 H -2.888 -6.136 -3.478
88 H -4.423 -9.346 -5.337
89 H -5.299 -7.842 -5.331
90 C 5.181 3.314 -0.513
91 O 4.644 3.026 0.544
92 N 6.004 2.475 -1.168
93 N 5.000 4.499 -1.126
94 H 6.450 2.707 -2.039
95 H 6.174 1.571 -0.749
96 H 4.390 5.166 -0.675
97 H 5.440 4.743 -1.997
98 C 4.369 5.451 8.956
99 O 3.338 5.654 9.576
100 N 4.417 4.691 7.847
101 N 5.557 5.969 9.321
102 H 5.264 4.520 7.331
103 H 3.552 4.278 7.529
104 H 5.575 6.549 10.149
105 H 6.410 5.805 8.814

- highest occupied orbital energy (eV) = -3.8
- molar mass (g mol⁻¹) = 905.55
- frontier orbital gap (eV) = 5.6
- total charge = -1
- LUMO energy (eV) = 1.8
- F_max (Eh/bohr) = 0.1607

---

[3]
Entry from the OMol25 dataset: a 7-piece molecular cluster, C21H58N2O7 overall (ωB97M-V/def2-TZVPD).

Geometry (Å):
1 C 3.026 2.440 0.525
2 O 3.398 1.357 1.373
3 C 4.716 0.793 1.215
4 C 4.803 -0.535 1.977
5 C 6.263 -0.962 2.036
6 N 3.944 -1.516 1.330
7 H 3.686 3.278 0.625
8 H 1.982 2.707 0.841
9 H 3.025 2.097 -0.518
10 H 4.877 0.600 0.174
11 H 5.442 1.442 1.691
12 H 4.384 -0.346 2.969
13 H 6.756 -0.408 2.849
14 H 6.825 -0.739 1.102
15 H 6.343 -2.041 2.174
16 H 3.909 -2.331 1.925
17 H 2.970 -1.148 1.363
18 C 1.688 3.807 3.911
19 O 0.466 3.403 3.291
20 C -0.023 2.165 3.737
21 C -0.939 2.331 5.010
22 C -1.447 0.990 5.442
23 N -1.979 3.290 4.921
24 H 1.959 4.832 3.610
25 H 2.509 3.158 3.612
26 H 1.561 3.767 5.037
27 H -0.560 1.681 2.897
28 H 0.841 1.515 3.954
29 H -0.266 2.737 5.823
30 H -1.833 1.058 6.451
31 H -0.654 0.297 5.428
32 H -2.237 0.628 4.756
33 H -2.773 2.989 4.388
34 H -1.663 4.229 4.652
35 C -4.118 -4.344 -2.318
36 C -2.915 -3.566 -2.803
37 C -2.792 -3.698 -4.338
38 O -3.150 -2.200 -2.533
39 H -4.041 -5.378 -2.672
40 H -4.993 -3.905 -2.710
41 H -4.163 -4.329 -1.265
42 H -1.973 -3.830 -2.282
43 H -1.938 -3.166 -4.756
44 H -3.760 -3.368 -4.804
45 H -2.747 -4.755 -4.662
46 H -2.520 -1.841 -1.920
47 C 2.413 1.312 -3.436
48 C 1.069 1.420 -4.125
49 C 1.081 2.501 -5.209
50 O 0.555 0.177 -4.556
51 H 3.025 2.190 -3.293
52 H 2.986 0.757 -4.141
53 H 2.521 0.644 -2.521
54 H 0.273 1.771 -3.429
55 H 0.038 2.509 -5.545
56 H 1.694 2.336 -6.143
57 H 1.289 3.511 -4.753
58 H 1.153 -0.290 -5.214
59 C 0.549 -4.227 3.264
60 C -0.328 -3.120 2.587
61 C -0.501 -1.814 3.374
62 O 0.237 -2.708 1.317
63 H 0.630 -5.087 2.591
64 H -0.029 -4.616 4.094
65 H 1.538 -3.945 3.644
66 H -1.272 -3.601 2.400
67 H -1.283 -1.225 2.832
68 H 0.432 -1.210 3.237
69 H -0.621 -1.787 4.442
70 H 0.538 -3.447 0.866
71 C -1.769 1.235 -0.975
72 C -0.765 0.219 -0.457
73 O -1.376 -1.042 -0.401
74 H -2.699 1.036 -0.407
75 H -2.080 1.188 -2.022
76 H -1.460 2.233 -0.835
77 H -0.441 0.524 0.534
78 H 0.098 0.136 -1.073
79 H -0.978 -1.805 0.057
80 C -3.402 1.165 -4.898
81 C -4.619 0.906 -4.034
82 O -5.278 2.115 -3.743
83 H -2.690 1.882 -4.428
84 H -3.807 1.741 -5.792
85 H -2.929 0.272 -5.269
86 H -4.316 0.462 -3.087
87 H -5.361 0.297 -4.573
88 H -6.004 2.205 -4.387

- highest occupied orbital energy (eV) = -8.7
- molar mass (g mol⁻¹) = 450.70
- frontier orbital gap (eV) = 9.2
- total charge = 0
- LUMO energy (eV) = 0.5
- F_max (Eh/bohr) = 0.0568

---

[4]
Entry from the OMol25 dataset: C21H61B3NO7Zr as an isolated structure (ωB97M-V/def2-TZVPD).

Geometry (Å):
1 Zr -2.590 -1.236 -1.901
2 B -0.553 -0.631 -1.064
3 H -1.274 0.107 -0.747
4 H 0.434 -0.347 -0.733
5 H -0.871 -1.538 -0.574
6 H -0.603 -0.841 -2.121
7 B -3.488 0.719 -2.376
8 H -3.707 0.027 -3.174
9 H -3.767 0.342 -1.404
10 H -2.409 0.720 -2.380
11 H -3.941 1.692 -2.495
12 B -3.287 -1.727 0.157
13 H -3.593 -2.121 1.113
14 H -4.183 -1.586 -0.429
15 H -2.775 -0.778 0.121
16 H -2.668 -2.454 -0.345
17 C 5.905 -2.981 -4.050
18 O 5.472 -4.208 -3.500
19 C 5.490 -4.397 -2.026
20 C 4.657 -3.378 -1.242
21 O 3.294 -3.337 -1.824
22 C 2.451 -2.296 -1.430
23 H 5.086 -2.275 -4.187
24 H 6.204 -3.199 -5.075
25 H 6.700 -2.579 -3.422
26 H 6.548 -4.331 -1.770
27 H 5.172 -5.427 -1.867
28 H 5.143 -2.403 -1.254
29 H 4.633 -3.708 -0.203
30 H 2.172 -1.629 -2.245
31 H 2.858 -1.703 -0.611
32 H 1.560 -2.716 -0.964
33 C -1.149 -0.139 -4.736
34 O -1.584 -1.259 -3.955
35 C -0.952 -2.490 -4.412
36 C -1.286 -3.703 -3.538
37 O -1.451 -3.320 -2.137
38 C -1.248 -4.442 -1.252
39 H -1.681 0.794 -4.552
40 H -1.196 -0.307 -5.812
41 H -0.087 -0.045 -4.513
42 H 0.122 -2.309 -4.373
43 H -1.100 -2.795 -5.448
44 H -0.464 -4.417 -3.485
45 H -2.128 -4.284 -3.915
46 H -1.017 -3.941 -0.312
47 H -0.350 -5.033 -1.432
48 H -2.154 -5.047 -1.217
49 C 3.129 2.065 0.877
50 O 2.645 3.137 0.108
51 C 1.501 2.785 -0.736
52 C 1.843 2.252 -2.069
53 O 2.650 3.267 -2.679
54 C 3.080 2.927 -4.009
55 H 4.017 2.398 1.416
56 H 3.389 1.206 0.259
57 H 2.402 1.819 1.650
58 H 0.952 3.717 -0.874
59 H 0.896 2.074 -0.173
60 H 0.880 2.171 -2.573
61 H 2.297 1.261 -2.046
62 H 2.122 2.787 -4.508
63 H 3.770 2.083 -4.045
64 H 3.540 3.793 -4.484
65 C -2.770 0.509 3.189
66 C -1.485 1.373 3.389
67 C -1.712 2.755 2.688
68 C -2.527 3.813 3.454
69 C -2.053 3.928 4.842
70 C -1.916 2.584 5.653
71 N -1.101 1.607 4.814
72 O -0.845 0.365 5.517
73 C -1.174 2.941 7.056
74 C -3.339 2.030 5.930
75 C -0.323 0.720 2.667
76 H -2.757 0.020 2.214
77 H -3.687 1.090 3.284
78 H -2.878 -0.262 3.951
79 H -0.732 3.178 2.466
80 H -2.067 2.619 1.666
81 H -3.531 3.395 3.388
82 H -2.523 4.815 3.025
83 H -2.837 4.434 5.406
84 H -1.144 4.517 4.965
85 H -0.138 3.224 6.868
86 H -1.670 3.703 7.658
87 H -1.085 2.046 7.671
88 H -3.716 2.611 6.772
89 H -4.130 2.200 5.200
90 H -3.366 1.039 6.383
91 H 0.542 1.375 2.775
92 H -0.484 0.611 1.594
93 H -0.121 -0.304 2.983
94 H 0.111 0.272 5.528

- highest occupied orbital energy (spin up / spin down) (eV) = -12.9 / -12.9
- molar mass (g mol⁻¹) = 563.38
- frontier orbital gap (spin up / spin down) (eV) = 6.2 / 4.1
- total charge = +2
- LUMO energy (spin up / spin down) (eV) = -6.7 / -8.7
- F_max (Eh/bohr) = 0.0927
- multiplicity = 2

---

- What is the formula in the second record?
  C21H58IN12NbO11P